No. 1
The following is a quantum chemistry calculation of a 2-piece molecular cluster, C4H12NO2 overall at a distorted geometry, from the Open Molecules 2025 dataset.

Atoms and positions in Å:
1 C 0.310 -0.956 -0.151
2 N -0.971 -0.264 0.074
3 C -1.513 0.387 -1.146
4 O -0.603 1.177 -1.767
5 C 0.731 -1.710 1.078
6 C 1.660 -0.969 2.045
7 H 1.002 -0.308 -0.698
8 H 0.085 -1.635 -0.993
9 H -0.763 0.470 0.744
10 H -2.443 0.887 -0.811
11 H -1.862 -0.451 -1.796
12 H -0.160 -1.961 1.680
13 H 0.973 -2.776 0.968
14 H 2.699 -1.296 2.176
15 H 1.378 -1.142 3.101
16 H 1.614 0.105 1.879
17 H -0.676 4.057 -2.752
18 H -0.792 2.679 -1.771
19 O -0.671 3.705 -1.861

Results
Charge: -1
ΔE to the lowest compared entry with this formula, charge and spin: 19.6 kcal per mole
HOMO level: -3.401 eV
E: -364.82421 hartree
LUMO: 3.81 eV



No. 2
The following is a quantum chemistry calculation of C42H42BF4GeN7ReS as an isolated structure, from the Open Molecules 2025 dataset.

Atoms and positions in Å:
1 Re 0.015 0.175 0.059
2 C -1.875 3.579 2.077
3 C -0.962 2.737 1.453
4 N -1.260 1.478 1.110
5 C -2.519 1.002 1.396
6 C -3.491 1.797 2.008
7 C -3.141 3.118 2.347
8 C -4.791 1.249 2.269
9 C -5.085 -0.027 1.935
10 C -4.100 -0.866 1.320
11 C -4.336 -2.212 0.959
12 C -3.333 -2.946 0.381
13 C -2.084 -2.348 0.163
14 N -1.837 -1.094 0.503
15 C -2.830 -0.352 1.058
16 H -1.572 4.584 2.335
17 H 0.042 3.071 1.234
18 H -3.873 3.760 2.824
19 H -5.531 1.881 2.743
20 H -6.067 -0.437 2.134
21 H -5.309 -2.652 1.144
22 H -3.485 -3.977 0.092
23 H -1.266 -2.897 -0.288
24 C 4.962 -0.916 2.410
25 C 4.420 -1.180 1.028
26 N 3.024 -0.724 0.967
27 C 2.180 -0.784 1.993
28 N 0.828 -0.527 1.759
29 C -0.049 -1.019 2.847
30 C 0.457 -0.496 4.174
31 C 1.824 -1.075 4.430
32 N 2.629 -1.099 3.202
33 C 4.025 -1.543 3.418
34 H 5.049 0.157 2.588
35 H 5.954 -1.355 2.514
36 H 4.445 -2.247 0.793
37 H 4.969 -0.647 0.256
38 H 2.633 -0.705 0.041
39 H -0.086 -2.112 2.839
40 H -1.051 -0.648 2.680
41 H -0.223 -0.785 4.975
42 H 0.491 0.596 4.146
43 H 1.755 -2.099 4.803
44 H 2.371 -0.491 5.170
45 H 4.053 -2.633 3.372
46 H 4.288 -1.246 4.432
47 F 0.714 -1.450 -0.789
48 B 1.880 -2.356 -2.196
49 F 2.145 -3.417 -1.450
50 F 2.769 -1.349 -2.213
51 F 0.946 -2.393 -3.135
52 C -1.955 -0.400 -4.817
53 N -1.104 0.755 -4.507
54 C -0.515 1.573 -5.443
55 C 0.219 2.489 -4.771
56 N 0.067 2.208 -3.434
57 C -0.734 1.153 -3.282
58 S -1.343 0.343 -1.868
59 H -2.086 -0.437 -5.894
60 H -2.924 -0.283 -4.340
61 H -1.471 -1.312 -4.476
62 H -0.674 1.435 -6.499
63 H 0.820 3.312 -5.113
64 H 0.503 2.748 -2.695
65 C 1.271 1.340 -0.252
66 Ge 2.850 2.616 -0.473
67 C 4.490 1.674 -0.816
68 C 4.729 0.977 -2.001
69 C 5.975 0.420 -2.246
70 C 6.997 0.569 -1.315
71 C 6.772 1.273 -0.139
72 C 5.522 1.822 0.113
73 C 2.814 3.512 1.249
74 C 2.394 2.879 2.420
75 C 2.439 3.540 3.640
76 C 2.912 4.844 3.703
77 C 3.337 5.483 2.547
78 C 3.285 4.823 1.326
79 C 2.385 3.894 -1.855
80 C 3.195 4.056 -2.982
81 C 2.954 5.094 -3.875
82 C 1.892 5.963 -3.664
83 C 1.070 5.805 -2.553
84 C 1.325 4.785 -1.649
85 H 3.946 0.862 -2.742
86 H 6.156 -0.120 -3.166
87 H 7.974 0.147 -1.514
88 H 7.575 1.405 0.575
89 H 5.360 2.383 1.028
90 H 2.032 1.856 2.386
91 H 2.113 3.043 4.547
92 H 2.954 5.361 4.653
93 H 3.710 6.498 2.595
94 H 3.616 5.341 0.432
95 H 4.043 3.401 -3.145
96 H 3.606 5.231 -4.728
97 H 1.713 6.776 -4.357
98 H 0.256 6.497 -2.379
99 H 0.712 4.708 -0.754

Results
Charge: +3
ΔE to the lowest compared entry with this formula, charge and spin: 0.0 kcal per mole
HOMO level: -16.034 eV
E: -4986.12501 hartree
LUMO: -10.30 eV



No. 3
The following is a quantum chemistry calculation of an isolated ion of composition C9H14NO and charge +1 at a distorted geometry, from the Open Molecules 2025 dataset.

Atoms and positions in Å:
1 C -2.478 2.312 -0.842
2 C -0.909 0.561 -0.005
3 C 0.066 1.282 1.057
4 C 1.368 0.519 1.160
5 C 1.677 -0.522 0.150
6 C 1.203 -0.283 -1.299
7 C -1.012 -1.465 -0.977
8 C -1.416 -0.931 0.408
9 C -0.213 -0.159 -1.272
10 N -1.810 1.478 -0.403
11 O -2.725 -0.801 0.777
12 H -3.154 3.093 -1.126
13 H 0.220 2.426 0.797
14 H -0.425 1.433 2.094
15 H 2.239 1.173 1.304
16 H 1.308 -0.033 2.211
17 H 2.718 -0.622 0.257
18 H 1.303 -1.537 0.389
19 H 1.561 0.752 -1.678
20 H 1.657 -1.099 -1.935
21 H -0.420 -2.381 -0.838
22 H -1.918 -1.679 -1.649
23 H -0.809 -1.454 1.265
24 H -0.660 0.457 -2.126
25 H -3.136 -1.657 0.526

Results
SMILES: C#[N+][C@]12CCCC[C@H]1C[C@@H]2O
Charge: +1
ΔE to the lowest compared entry with this formula, charge and spin: 80.0 kcal per mole
HOMO level: -13.669 eV
E: -480.94713 hartree
LUMO: -4.21 eV